Record 1
52
Properties=species:S:1:pos:R:3:forces:R:3 method="wB97M-V/def2-TZVPD" total_charge=+1 e_homo_ev=-12.0 lumo_ev=-4.06
O -0.04137 0.76218 2.88807 0.560 1.864 -1.237
H 5.39087 0.38414 -1.89500 -1.890 0.587 0.272
H 0.55551 -7.39375 -4.65349 -0.049 0.154 0.145
O 2.87293 -2.67670 -1.29697 6.339 0.314 1.662
H -2.65299 1.39410 -3.77964 -0.097 0.049 0.177
Cl -1.78922 4.12911 6.03991 0.007 0.016 -0.068
C 0.47168 0.51399 -0.34414 0.591 -0.241 -0.116
C -0.45451 -5.84786 -3.54504 0.043 -0.172 -0.492
H -0.83923 2.37913 -0.22007 1.562 -1.112 1.644
H 3.31593 -1.74007 0.68164 -0.057 0.535 -2.459
H -2.93928 0.63736 5.58307 0.010 0.205 -0.011
Cl -0.72084 -5.31196 -1.86768 0.085 0.163 0.144
C -2.67335 2.62083 6.37912 -0.176 -0.292 0.101
C 1.92591 0.86768 -1.01319 2.998 -1.862 -0.475
H -1.80694 0.83403 1.67925 2.314 1.391 0.396
Cl -4.61212 2.94813 -1.04621 0.124 -0.044 0.006
C 0.51972 -7.01216 -3.62880 -0.268 -0.100 -0.074
Cl -2.83732 0.13086 -1.81353 -0.059 -0.055 0.074
H -2.38146 3.00453 -1.82094 -0.194 -0.122 -0.051
H -1.43030 -6.15092 -3.93847 0.196 -0.011 0.132
C -2.49205 1.58807 5.27809 0.183 -0.108 0.389
C 3.74749 1.98207 -2.10292 -0.950 -0.786 0.589
H -3.54173 3.55404 -3.04204 0.001 -0.194 0.057
H 4.69722 -1.80842 -0.60755 -2.681 0.359 0.122
Cl 1.38614 3.56671 -2.12147 0.836 -1.448 0.408
H 1.42211 2.44863 2.76764 -0.334 -2.203 0.373
H -2.28048 2.22999 7.32341 -0.023 0.012 -0.233
C -3.35392 1.41100 -2.93870 -0.042 0.326 -0.325
H 0.60623 -0.41610 0.38180 0.047 2.041 -1.574
C -0.83630 1.49321 1.88914 -0.555 0.431 -0.719
H -3.72841 2.87167 6.52757 0.248 -0.017 -0.136
H -0.10620 -4.98751 -4.12520 0.006 -0.204 0.196
C 3.52783 -1.60818 -0.47508 0.674 0.083 -0.048
H -4.34672 1.14931 -3.31815 0.202 0.062 0.216
C 1.31193 1.31722 3.04526 0.926 -0.817 0.885
H 0.85506 2.57014 0.59460 -1.969 -1.520 0.161
N 4.38163 0.66301 -1.71781 -6.427 3.682 0.344
H -1.22128 2.52426 2.31812 0.978 -2.057 -0.821
H 1.63546 1.19955 4.18320 -0.877 0.249 -2.411
C -3.34647 2.78537 -2.28846 0.023 -0.015 -0.174
H -1.43383 1.41223 5.06107 -0.223 0.115 -0.036
H 0.22279 -7.83400 -2.96982 0.074 0.257 -0.072
Cl 2.17993 -6.53167 -3.19944 -0.015 0.059 0.059
C -0.05689 1.82551 0.48551 -0.387 0.245 -0.959
H 1.05990 -3.25792 -1.47038 1.550 1.067 0.276
H 2.04113 0.60267 2.43416 -1.279 1.843 1.031
H 4.21995 2.90663 -2.64325 -0.622 -2.326 1.172
O 1.61058 -2.40626 -1.47143 -6.408 0.687 -0.652
Cl -3.29381 2.07247 3.76347 -0.348 0.073 0.215
H -0.28659 0.14611 -1.18518 1.752 1.018 1.747
N 2.29008 2.14851 -1.73088 5.243 -5.156 0.833
C 3.25561 -0.09094 -1.03314 -1.641 2.974 -0.687

***

Record 2
16
Properties=species:S:1:pos:R:3:forces:R:3 method="wB97M-V/def2-TZVPD" de_lowest_kj_mol=27.37 total_charge=0 e_homo_ev=-9.4 smiles="CCC(=O)CC" lumo_ev=1.02
H -2.72818 -0.07550 0.92361 0.145 0.078 -0.071
C -0.83049 -1.02510 0.52843 0.014 -0.113 0.064
H 1.92486 1.05561 -1.85764 0.008 0.117 -0.054
C -1.71264 0.21555 0.63706 0.032 0.058 0.013
H -1.00220 -1.71124 1.36022 -0.079 0.028 -0.002
H 2.34300 0.41321 0.40724 -0.101 0.092 -0.245
C 0.68061 -0.84408 0.49520 0.104 -0.216 0.064
H 0.73177 -0.23104 -1.83375 0.125 0.065 -0.005
H -1.33918 0.90977 1.39762 -0.103 -0.101 -0.094
C 1.02792 0.70667 -1.35487 -0.059 0.026 0.005
C 1.28300 0.49820 0.15496 0.025 -0.051 0.067
H 0.21851 1.41637 -1.52974 0.112 0.028 -0.014
H -1.08263 -1.59636 -0.37199 0.005 0.029 0.064
H -1.77886 0.75256 -0.31509 0.042 -0.037 0.175
H 0.86816 1.33067 0.73384 -0.052 -0.236 -0.065
O 1.39635 -1.81530 0.62488 -0.218 0.234 0.099

***

Record 3
87
Properties=species:S:1:pos:R:3:forces:R:3 method="wB97M-V/def2-TZVPD" de_lowest_kj_mol=29.82 total_charge=+3 e_homo_ev=-16.3 lumo_ev=-10.06
H 1.73321 -0.00670 1.33200 0.053 0.024 0.183
H -3.64409 -1.86062 -4.12189 0.199 0.131 0.465
N -3.00533 0.29857 -0.33964 -1.812 -0.069 -0.838
P -0.28602 -2.08503 1.31885 0.612 -1.211 0.349
H -2.17493 3.27699 4.40291 0.014 0.234 0.104
H -4.85232 -0.78606 -3.52571 -0.123 -0.104 -0.027
C -3.02323 2.29279 2.70221 0.676 -0.468 -0.646
H 4.74832 3.93836 -3.66352 -0.329 -0.493 0.121
O 0.47872 0.69116 -0.95370 -1.732 -1.438 1.921
H -0.25583 -3.75376 -1.26285 0.290 -0.411 0.208
N -1.39788 1.47813 1.08633 -0.072 1.117 1.718
C 0.34199 -4.30943 -0.51648 -0.737 0.135 0.274
C -1.79552 -3.03467 2.05923 -0.359 0.313 0.112
N 2.71127 4.13584 -3.26406 -0.311 0.315 0.002
H -3.39974 -2.30402 0.68788 0.251 -0.049 0.224
C 0.99640 -3.30073 0.46436 -0.325 -0.605 -0.623
O 1.11843 2.83061 -1.13280 -0.019 -1.851 -0.311
H -2.52093 -3.70248 0.07723 -0.125 0.008 0.336
H 0.04350 -2.68994 4.27383 -0.025 0.155 -0.049
H -3.70938 -3.90471 1.41747 1.040 0.745 -0.372
C -0.63492 2.82297 2.92452 -1.490 -0.266 0.284
C 1.35841 -1.19770 5.02244 0.115 0.404 -0.870
H 0.82037 -0.07713 -4.45073 -0.115 0.317 0.187
C -0.38509 2.12524 1.74892 -0.741 -0.330 -0.357
C -2.47162 -2.21089 3.16496 -0.079 0.878 0.355
C 0.73523 -1.37803 2.67093 -0.143 -0.033 0.515
N 1.31385 5.98102 -3.38026 -0.377 0.209 -0.191
N 3.01698 5.72265 -4.92967 0.052 -0.664 0.140
H 1.15914 -4.84008 -1.05565 -0.650 0.201 0.473
H -5.50299 0.54803 1.64827 0.469 0.378 -0.492
H 1.18773 -4.50372 2.34491 0.441 0.197 -0.665
C 1.62614 -0.33637 2.36532 -0.362 0.249 0.383
C -1.97314 2.83352 3.44248 1.463 -0.105 -0.962
C 1.01894 1.69260 -1.59589 0.833 1.526 -1.821
C -1.35735 -4.40052 2.60848 0.202 -0.191 0.271
H 4.95445 1.61486 -3.27046 -0.031 -0.078 -0.043
S -1.68545 -1.63165 -2.07305 0.146 1.291 1.399
C 2.17355 -0.10118 4.72072 -0.526 0.065 -0.564
H 1.23600 -1.53291 6.03234 0.096 -0.131 0.368
C -2.70516 1.61181 1.52096 1.967 0.744 1.103
N -3.98433 -1.27568 -3.36779 0.091 0.612 0.766
H -0.54687 -4.34742 3.36370 -0.604 0.010 -0.437
C 2.30721 0.33408 3.38623 -0.389 -0.939 0.826
H -5.46145 0.59724 -0.16487 -0.410 0.191 0.481
H 0.96804 6.79193 -3.88457 0.204 -0.293 0.195
C -5.09751 1.07133 0.75240 0.190 0.115 -0.568
H 0.15019 3.34504 3.45932 -0.003 -0.156 -0.137
H 3.76746 5.19270 -5.37726 -0.530 0.377 0.450
H 1.47018 -2.09143 -1.29938 -0.126 -0.045 -0.005
C 3.97336 2.01071 -3.00769 -0.049 0.023 0.647
H -1.79486 -1.87751 3.97399 -0.536 -0.254 -0.424
H 3.15028 0.01389 -2.72057 -0.044 0.519 -0.362
H -3.31041 -2.78823 3.60756 0.587 0.162 -0.259
H 2.48728 -3.29976 2.05276 -0.482 -0.638 -0.297
C 1.80135 -4.02834 1.55319 0.778 0.108 0.618
N -3.85411 -0.13189 -1.35924 0.944 -0.392 -0.382
C -2.89607 -3.23088 0.99930 -0.458 -0.952 -0.492
H -2.94789 -1.30795 2.72005 0.316 -0.323 0.277
H 2.63213 0.44448 5.53840 0.188 -0.069 -0.205
H -0.34540 -5.02542 -0.01158 0.710 0.333 -0.501
C -3.29042 -0.92704 -2.26551 -0.157 -0.120 0.236
C 1.43352 1.34020 -3.06389 -0.447 1.893 -0.951
H 2.92141 1.18857 3.19033 0.320 0.244 -0.270
C 2.92104 0.92854 -3.31469 -0.381 -0.814 0.192
C 1.95683 -2.49919 -0.40859 0.647 0.921 0.200
C 2.33405 5.26262 -3.86946 0.504 -0.103 0.165
H 2.70876 6.55224 -5.39779 -0.038 0.213 -0.161
H 2.76554 -3.17061 -0.77302 -0.438 0.441 0.387
H 2.40869 -1.63646 0.13502 -0.041 -0.726 -0.349
H 2.46037 -4.81517 1.08342 -0.815 0.769 0.341
H -4.03907 2.37621 3.05672 -0.107 -0.088 -0.094
H 0.58227 2.03970 1.24571 -0.284 0.252 0.506
H -2.24076 -4.84419 3.10806 0.449 0.084 -0.337
H -0.21083 0.02241 -3.19670 0.428 0.269 -0.245
N 0.39085 0.58866 -3.80293 0.448 -0.978 0.807
C 3.82520 3.32666 -3.75698 0.542 0.514 -0.692
H 2.23303 3.83431 -2.40488 0.149 0.296 -0.450
C -3.60439 0.98274 0.62126 -1.276 -1.295 -0.761
H 4.04817 2.21825 -1.91250 -0.204 -0.098 -0.663
H 3.01033 0.61871 -4.38968 -0.210 0.367 0.836
H 0.69402 5.61171 -2.66900 0.366 0.001 -0.187
C 0.64427 -1.83021 4.01170 0.261 0.237 -0.573
H -1.01549 -5.05755 1.79800 -0.245 0.070 0.425
H 1.32582 2.34273 -3.53084 0.354 -0.477 0.354
H -5.41082 2.13463 0.75941 0.106 -0.532 0.150
Ti -1.01144 -0.09369 -0.11521 1.343 -0.684 -2.383
H 3.69877 3.16149 -4.85312 -0.088 -0.189 0.666

***

Record 4
53
Properties=species:S:1:pos:R:3:forces:R:3 method="wB97M-V/def2-TZVPD" de_lowest_kj_mol=449.66 total_charge=0 e_homo_ev=-9.9 lumo_ev=-0.14
H 1.01865 0.27017 4.32961 -1.416 1.715 -0.544
O -2.33070 -3.40066 -1.50544 1.609 0.843 -2.340
H -0.15272 -2.50156 -3.44660 2.512 -0.301 0.253
O 0.69115 4.32251 -0.93073 -0.485 1.153 -0.541
H 1.47861 -1.00417 -1.10931 1.583 -0.538 -1.262
S -2.54970 3.06012 -1.76388 -1.073 -2.011 -1.262
H -1.52808 3.91463 0.25318 -0.920 0.049 -0.327
H 0.94719 1.73634 3.81084 -0.209 -0.825 0.336
O 2.61238 2.16103 2.94235 -0.342 2.266 1.307
H -2.16964 -4.34007 -1.71044 -0.246 0.549 0.382
O 1.39556 -3.71049 -0.06780 0.733 0.495 0.371
C -0.32575 2.30820 -0.15194 -1.424 -1.987 2.728
O 2.22053 -1.56211 -1.53967 -2.486 1.025 1.319
O -1.06702 -2.43823 -3.56255 -2.510 2.404 0.259
H -4.15315 -1.99363 0.74664 2.076 -0.070 -0.166
H 3.01523 1.27855 2.85282 -1.121 0.341 -1.331
H -1.28287 -1.45530 -3.34383 0.351 -1.855 -1.063
H -2.18734 4.24178 -1.87020 0.789 3.222 -1.267
O -1.99268 -0.02531 -2.82625 -0.403 -0.465 1.490
H -1.16004 -3.43921 1.43310 -4.639 -3.764 -0.897
H -2.23388 -0.37984 -1.93476 0.147 0.242 -0.947
O 0.34700 2.91523 -4.19005 -0.883 -1.272 -1.660
O 3.61143 -1.23320 0.68287 0.602 -0.349 0.956
O -0.50627 -2.87074 1.55863 4.926 2.850 0.513
H 0.75159 -3.29956 0.57710 0.566 -0.336 -0.332
H -1.77003 -2.93068 -2.34741 -1.542 -1.636 2.193
H -2.85499 -2.27358 -0.06928 0.552 -1.266 -1.999
H 2.30053 -3.56701 0.29102 -0.961 -0.293 0.024
H -0.55397 0.90063 -1.54013 0.038 -0.565 -0.129
N -0.25006 0.82778 -0.57418 2.173 3.847 -1.122
H -0.90876 0.29820 -0.09625 -1.464 -0.993 1.494
H -0.88359 0.24484 3.17898 -0.059 -0.430 0.159
O -1.17952 -0.51614 2.62941 0.508 0.236 -0.410
H -2.59228 0.72279 -2.91587 0.018 0.215 -0.429
C -1.72554 2.95994 -0.24846 -0.874 -2.221 3.686
H 1.90785 -2.40650 -1.12442 0.301 -0.262 -0.486
H 0.00788 2.42166 0.99104 -1.331 -0.892 -1.791
H 3.24520 -1.21238 -0.20701 0.229 0.123 -0.826
O 1.96407 2.68289 -0.24422 1.278 1.608 -0.537
O -3.14750 -1.97250 0.76221 -2.713 1.174 2.237
H 2.93553 -1.17775 2.84294 -0.563 1.070 -0.400
H 4.41271 -0.70307 0.76309 -0.271 -0.097 -0.427
H 1.55917 -0.59019 2.37991 1.710 0.617 0.615
H -2.60636 2.34474 0.35464 2.960 1.341 -0.574
H -0.81592 -2.13358 2.07810 -0.150 0.818 0.287
H 0.72867 3.70970 -3.89393 0.743 1.301 1.035
H 1.95124 1.74825 -0.20476 -0.245 -1.902 0.226
C 0.77766 3.19528 -0.57672 0.752 -0.762 -0.133
H 2.07131 2.68133 2.31164 1.333 -1.549 -0.184
H -2.07995 -0.77315 2.79949 -0.592 0.271 0.158
O 2.43897 -0.32316 2.79523 -1.251 -2.372 0.267
O 0.34965 1.01033 4.12375 1.551 -0.744 0.491
H 0.26859 2.27684 -3.49248 0.133 -0.015 0.599